[1]
The following is a quantum chemistry calculation of a structure of composition C20H22HgN2O2 in a non-equilibrium geometry, from the OMol25 dataset.

Cartesian coordinates (Å):
Hg: 0.78477 0.88202 -0.92745
O: -0.53075 0.50119 0.92774
O: 0.88575 1.29398 2.53517
N: -0.79232 -0.13765 -2.19883
N: 1.40810 -1.36424 -1.08166
C: -0.14883 0.74471 2.13373
C: 2.91974 -3.18903 -0.72131
C: 0.98085 -3.43544 -2.20650
C: -2.96564 -0.09605 5.33979
C: 2.13877 -3.96489 -1.60820
C: -0.76211 0.60019 4.59741
C: -3.37392 -0.25796 4.01550
C: 0.63772 -2.09021 -1.93154
C: -1.66887 0.34948 5.64000
C: -1.79569 0.60070 -2.68490
C: 2.48358 -1.87589 -0.47574
C: -1.16752 0.42412 3.25243
C: -2.47259 -0.02711 2.97671
C: 2.48429 2.95423 0.69731
C: -2.67458 0.05842 -3.61915
C: -2.46443 -1.27999 -4.00692
C: 1.16156 3.56384 0.44813
C: -1.41502 -2.03422 -3.46075
C: 1.88763 1.33805 -2.70344
C: -0.53897 -1.42318 -2.54273
H: -4.39445 -0.57156 3.76654
H: -3.12157 -1.75754 -4.74893
H: -1.88871 1.62819 -2.30257
H: -1.24194 -3.08455 -3.70384
H: 3.16795 3.40087 1.48119
H: 2.44022 1.85322 0.78408
H: 2.31331 0.44583 -3.14552
H: 2.42919 -4.99229 -1.85897
H: 0.23577 0.98167 4.79065
H: 2.91046 3.08923 -0.25952
H: 1.22445 1.77245 -3.44547
H: 3.00721 -1.22869 0.23803
H: -3.65413 -0.28646 6.14938
H: 2.69960 2.02027 -2.48024
H: -3.47207 0.67100 -4.03191
H: 3.82313 -3.57362 -0.25929
H: 1.27318 4.35619 -0.31127
H: 0.62297 3.83416 1.37350
H: -2.75791 -0.14210 1.91908
H: -1.32343 0.51927 6.66316
H: 0.37521 2.94665 -0.14716
H: 0.33003 -4.01724 -2.86572

- Spin multiplicity: 1
- Frontier orbital gap: 7.40 eV
- Largest force on an atom: 0.0578 hartree/bohr
- Relative energy (zero: lowest compared OMol25 entry of this formula, charge and spin): 8.5 kcal/mol
- E_tot: -1188.6648 Eh

***

[2]
The following is a quantum chemistry calculation of the molecule C20H22N2O, from the OMol25 dataset.

Cartesian coordinates (Å):
O: 1.37019 2.55098 -0.38506
N: 3.25658 1.39289 -0.00809
N: -0.96479 0.79120 -0.63741
C: 1.96713 1.48998 -0.48125
C: 0.01655 0.33173 -1.59679
C: -6.40513 -2.06581 0.22505
C: 5.93007 1.55723 1.05943
C: -1.10472 -0.06126 0.52421
C: 1.42893 0.26391 -1.06404
C: -5.55031 -0.83786 0.11800
C: -4.34373 -0.74270 0.79488
C: -3.55309 0.39589 0.71127
C: 6.09347 -0.87004 0.43972
C: -5.96476 0.23604 -0.66084
C: 4.29066 -2.06670 -0.59372
C: 5.56970 -2.04594 -0.09324
C: -2.23309 0.45586 1.42451
C: 4.04617 0.27447 -0.02582
C: 2.17418 -0.86218 -1.08097
C: -3.98421 1.45576 -0.07302
C: 3.50780 -0.90666 -0.56939
C: -5.18496 1.37354 -0.75554
C: 5.35573 0.29614 0.48423
H: -1.35496 -1.06717 0.16896
H: 3.63311 2.24574 0.38719
H: -0.28727 -0.65584 -1.95849
H: -6.90347 0.17613 -1.19366
H: -5.51538 2.20219 -1.36533
H: -0.17570 -0.13576 1.12049
H: 7.10151 -0.86957 0.82796
H: 5.34263 1.89927 1.91211
H: 6.94858 1.38641 1.39717
H: -2.00813 1.48534 1.71008
H: -2.26570 -0.15570 2.32863
H: 3.87369 -2.97092 -1.01096
H: -0.00636 1.03375 -2.43694
H: 1.76674 -1.77153 -1.50259
H: -3.37566 2.34310 -0.15237
H: -6.67237 -2.43289 -0.76478
H: -0.71528 1.73379 -0.34784
H: 6.17599 -2.93860 -0.11067
H: -5.88784 -2.85642 0.76306
H: 5.94853 2.35181 0.31287
H: -7.32971 -1.83645 0.75497
H: -4.01131 -1.57312 1.40405

- SMILES: Cc1cccc(CCNCc2cc3cccc(C)c3[nH]c2=O)c1
- Spin multiplicity: 1
- Frontier orbital gap: 8.64 eV
- Largest force on an atom: 0.0151 hartree/bohr
- Relative energy (zero: lowest compared OMol25 entry of this formula, charge and spin): 0.6 kcal/mol
- E_tot: -960.1164 Eh

***

[3]
The following is a quantum chemistry calculation of the molecule C20H22N2O3, from the OMol25 dataset.

Cartesian coordinates (Å):
O: 5.20774 0.34004 -0.50176
O: -3.35125 4.40545 -0.15736
O: -1.35428 -1.18373 0.80535
N: 2.68432 -0.39985 -0.09592
N: -1.32466 3.50612 0.15453
C: -3.20005 2.06379 -0.42509
C: -0.30843 2.54185 0.06363
C: 3.25246 -0.80576 -1.36961
C: -2.65004 3.40945 -0.15369
C: 3.57655 -0.65946 1.00667
C: -5.20323 -1.84939 -0.58956
C: -2.87817 0.97845 0.28018
C: -4.71632 -0.56886 -0.40122
C: -2.61242 -1.46614 0.36531
C: -3.42829 -0.35226 0.07441
C: 0.76864 0.70283 -1.05070
C: 4.79290 -0.73381 -1.30946
C: 0.66648 2.47960 1.05200
C: -4.39680 -2.93524 -0.30206
C: 4.88505 0.14060 0.86103
C: -0.45342 -2.24071 1.01686
C: 1.67566 1.53921 0.99770
C: 1.74290 0.61575 -0.04831
C: -0.22431 1.65600 -1.00662
C: -3.10773 -2.74855 0.17095
H: -5.34733 0.28309 -0.60282
H: 5.21615 -1.67812 -0.93631
H: -2.49937 -3.61249 0.38885
H: -4.76736 -3.93986 -0.44233
H: 4.79176 1.14178 1.28787
H: -0.30998 -2.83352 0.10784
H: 2.89816 -0.12893 -2.14779
H: 3.08703 -0.43369 1.95295
H: 0.63468 3.17903 1.87540
H: 2.41669 1.54178 1.78122
H: 0.77779 0.00332 -1.87190
H: 3.79887 -1.73365 0.99549
H: 5.20163 -0.54004 -2.30229
H: 2.94024 -1.82944 -1.62005
H: -0.95506 1.70421 -1.79890
H: -1.04903 4.41705 0.50108
H: -0.78119 -2.89604 1.83107
H: 0.48963 -1.76800 1.28698
H: -3.97332 2.03960 -1.18017
H: -2.11195 1.03592 1.04072
H: -6.20799 -1.99941 -0.95391
H: 5.70662 -0.38798 1.36973

- SMILES: COc1ccccc1/C=C/C(=O)Nc1ccc(N2CCOCC2)cc1
- Spin multiplicity: 1
- Frontier orbital gap: 7.97 eV
- Largest force on an atom: 0.0114 hartree/bohr
- Relative energy (zero: lowest compared OMol25 entry of this formula, charge and spin): 69.9 kcal/mol
- E_tot: -1110.5162 Eh